Entry from the Open Molecules 2025 dataset: C46H57BN9O2S2W as an isolated structure (ωB97M-V/def2-TZVPD).

XYZ file:
```
118
C46H57BN9O2S2W (ωB97M-V/def2-TZVPD)
W -0.79670 -0.12083 1.01903
C -1.63163 0.43581 5.36797
C -0.89641 0.43845 4.02845
S -1.46392 -1.00780 3.02699
C 0.05945 1.32850 3.57076
C 0.59918 2.56020 4.33593
S 0.64562 1.31769 1.90773
H -1.71005 1.44097 5.76883
H -1.16779 -0.15050 6.21583
H -2.65408 0.07506 5.19986
H 1.68262 2.75247 4.21486
H 0.34832 2.46011 5.38706
H 0.11691 3.54436 4.02182
C -0.45748 1.96466 -1.29025
N 0.38917 1.06346 -2.19254
C 0.58921 1.77157 -3.48718
C -0.23650 -0.29111 -2.27645
N -0.80895 -0.68954 -1.14874
C -1.92276 -1.56530 -1.15856
C -3.06995 -1.26258 -1.88437
C -4.09074 -2.23440 -2.03356
C -3.95590 -3.46712 -1.35934
C -2.80357 -3.74394 -0.58817
C -2.73832 -5.09107 -0.00942
C -1.61262 -5.43324 0.66758
C -0.68998 -4.43852 0.93014
C -0.73086 -3.15316 0.39838
N 0.17187 -2.13164 0.85714
C 1.33638 -2.59520 1.38725
N 2.11825 -3.60182 0.73138
C 2.63992 -4.74115 1.50462
C 2.02246 -3.80416 -0.69845
N 2.04791 -2.05192 2.44943
C 3.38986 -1.56288 2.15119
C 1.68250 -2.19186 3.88294
C -1.77353 -2.85572 -0.53324
N -0.01471 -0.99492 -3.41729
C 1.26529 -1.24945 -4.15064
C -1.09399 -1.56295 -4.24157
H -0.66982 1.30859 -0.42083
H -1.43011 2.14523 -1.74142
H 0.19004 2.83178 -1.03958
H 0.79640 2.82561 -3.25584
H -0.30954 1.67252 -4.11503
H 1.48800 1.49164 -4.07963
H -3.13750 -0.31270 -2.44383
H -5.00146 -1.96105 -2.56206
H -4.75608 -4.18141 -1.33610
H -3.66738 -5.73031 -0.00144
H -1.39339 -6.45165 0.92517
H 0.09409 -4.63815 1.66545
H 2.67232 -4.55134 2.60151
H 3.61569 -5.01120 1.10759
H 1.96481 -5.59350 1.45325
H 2.83154 -3.24935 -1.18602
H 1.09933 -3.36778 -1.17580
H 2.19774 -4.87178 -0.97668
H 3.95556 -2.31715 1.52406
H 3.88315 -1.38740 3.13066
H 3.34083 -0.64279 1.56474
H 1.54228 -1.25631 4.43119
H 2.41458 -2.81605 4.42548
H 0.69937 -2.71278 3.95823
H 1.20726 -2.27311 -4.54751
H 2.28751 -1.10809 -3.60383
H 1.29535 -0.58362 -5.05170
H -2.05775 -1.08765 -4.19162
H -1.17997 -2.65981 -4.01810
H -0.79899 -1.51087 -5.28405
N -7.34784 2.35594 -0.22669
C -8.28530 3.36771 -0.40232
C -9.65158 3.34881 -0.55919
C -10.27643 4.56181 -0.56621
C -9.58709 5.78849 -0.80255
C -8.19474 5.81227 -0.68853
C -7.49917 4.59552 -0.48302
N -6.19148 4.32053 -0.17935
C -6.17074 2.99293 0.00414
C -5.01797 2.24387 0.36654
C -4.93671 0.83877 0.17623
C -3.80883 0.19764 0.69380
N -2.61583 0.90289 0.84447
C -2.73101 2.26971 1.13484
C -3.86422 2.91839 0.88006
H -7.58579 1.36031 -0.12939
H -10.20031 2.40651 -0.35358
H -11.31119 4.49862 -0.49335
H -10.22149 6.67480 -0.82769
H -7.60823 6.78741 -0.69475
H -5.75576 0.28490 -0.26053
H -3.66272 -0.85103 0.66253
H -1.79842 2.85810 1.37132
H -3.97013 3.94655 1.02477
C 8.23696 1.14113 -1.76647
C 7.72899 0.58931 -0.45704
C 8.48359 1.23392 0.75615
C 7.97407 -0.95549 -0.61732
C 6.25652 1.00426 -0.42528
C 5.70974 1.95331 0.48371
C 4.45163 2.59429 0.27693
C 3.62251 2.00094 -0.62169
O 2.22335 2.15352 -0.79855
B 1.82093 1.02155 -1.55920
O 2.98297 0.35807 -2.06134
C 4.06419 0.93353 -1.37260
C 5.38832 0.58243 -1.45516
H 9.34254 0.93003 -1.93533
H 8.16770 2.24112 -1.72681
H 7.69187 0.81705 -2.65407
H 9.49317 0.85112 0.85929
H 7.96310 1.01757 1.71850
H 8.51763 2.32232 0.59557
H 9.00148 -1.09029 -0.97132
H 7.26763 -1.28919 -1.39402
H 7.72335 -1.59495 0.24481
H 6.32331 2.21982 1.33509
H 4.14942 3.36750 1.01603
H 5.74969 -0.04431 -2.27306
```

Properties
LUMO (spin up / spin down): -2.717 / -3.049 eV
Net charge: +1
F_max: 5.9 eV/A
Orbital gap (spin up / spin down): 4.931 / 4.017 eV
Energy: -90295.456 eV
Spin multiplicity: 3

***

Entry from the Open Molecules 2025 dataset: C46H58ClCsI2N4O9PSb as an isolated structure (ωB97M-V/def2-TZVPD).

XYZ file:
```
123
C46H58ClCsI2N4O9PSb (ωB97M-V/def2-TZVPD)
Cs 2.51223 0.63985 -1.21187
O 1.95594 -1.15876 -5.00080
C 1.36571 -0.52422 -4.01646
O 1.09844 -1.00342 -2.93018
C 1.13952 0.95719 -4.26802
C 1.17168 1.55931 -5.51385
C 1.12012 2.94959 -5.55555
C 1.13202 3.67746 -4.37370
C 1.13197 2.98330 -3.17137
N 1.07391 1.65314 -3.13606
C 1.40124 3.66339 -1.82014
O 1.57455 4.88960 -1.82944
O 1.50162 2.84210 -0.85600
H 2.49916 -1.93360 -4.55156
H 1.26056 0.95634 -6.40754
H 1.12738 3.46299 -6.50920
H 1.17862 4.75805 -4.34887
Cl 3.39180 0.86114 1.75149
C 2.97904 1.15673 3.42558
C 4.00157 1.07423 4.35716
C 3.71513 1.28106 5.69707
C 2.41558 1.56943 6.09234
C 1.40781 1.65551 5.14104
C 1.66542 1.45377 3.78737
P 0.38867 1.59954 2.46835
C 0.41211 3.42481 2.19320
C -0.42358 3.92675 1.18949
C -0.45267 5.27690 0.89011
C 0.37601 6.16001 1.58022
C 1.22404 5.67487 2.55907
C 1.24477 4.31251 2.86055
C -1.16254 1.43219 3.46747
C -1.44810 0.12686 3.88771
C -2.58600 -0.15364 4.62998
C -3.47417 0.86526 4.95219
C -3.20301 2.16435 4.54178
C -2.04977 2.44939 3.81275
H 5.00612 0.84633 4.02376
H 4.50994 1.21071 6.43005
H 2.18611 1.72944 7.13889
H 0.39490 1.88510 5.45241
H -1.03877 3.24129 0.61587
H -1.08496 5.63742 0.08711
H 0.38049 7.21425 1.32694
H 1.89727 6.34673 3.07836
H 1.94123 3.95171 3.60664
H -0.75670 -0.67501 3.63157
H -2.78703 -1.17299 4.93746
H -4.37112 0.64719 5.51929
H -3.88849 2.96695 4.79129
H -1.85331 3.47053 3.50783
N 0.49828 -3.08733 -0.62799
C 1.05599 -3.91759 0.44859
C 0.49305 -3.46607 1.78092
N 0.92482 -2.13270 2.23192
H 0.91170 -3.35217 -1.51828
H 0.85678 -2.14779 -0.47792
H 2.14977 -3.87596 0.48944
H 0.78245 -4.96168 0.27745
H 0.75306 -4.19751 2.54742
H -0.59813 -3.44856 1.71290
H 0.65776 -1.41191 1.56813
H 1.93700 -2.09745 2.28914
O 5.51043 -6.73064 0.94292
C 5.48587 -6.23932 -0.20874
O 5.71642 -6.76612 -1.31695
C 5.02168 -4.77367 -0.26353
C 4.92417 -4.02255 0.89722
C 4.47921 -2.70990 0.82693
N 4.12736 -2.11130 -0.31199
C 4.25071 -2.82733 -1.43539
C 4.67958 -4.14921 -1.45648
C 3.86597 -2.11228 -2.72478
O 3.32201 -2.79095 -3.61941
O 4.07521 -0.84873 -2.82153
H 5.18251 -4.49080 1.83829
H 4.39751 -2.10399 1.72665
H 4.75525 -4.70120 -2.38263
C -3.37636 -3.51329 -0.24295
C -3.78172 -2.06666 0.07198
C -3.46084 -1.80054 1.54462
C -5.27941 -1.88015 -0.14709
Sb -2.40808 -0.82112 -1.06741
C -3.35494 1.14678 -1.07241
C -4.68717 1.29374 -1.80387
C -2.30887 2.09344 -1.68633
C -3.54791 1.52957 0.39427
C -2.78322 -1.49677 -3.12325
C -1.86908 -2.71289 -3.34821
C -4.21922 -1.89202 -3.45712
C -2.33712 -0.38110 -4.06723
H -3.89762 -4.19307 0.44928
H -2.29830 -3.67592 -0.13634
H -3.65043 -3.81011 -1.25774
H -3.94535 -2.57032 2.16744
H -3.81647 -0.82817 1.88644
H -2.38745 -1.84050 1.75245
H -5.82276 -2.64004 0.43776
H -5.58468 -1.98731 -1.18736
H -5.61907 -0.90240 0.20490
H -4.60343 1.07034 -2.86906
H -5.04049 2.33473 -1.71953
H -5.46743 0.64989 -1.39002
H -2.24965 2.00148 -2.77211
H -1.29616 1.92847 -1.29634
H -2.58153 3.13673 -1.45843
H -4.35946 0.96628 0.86458
H -3.80473 2.59813 0.46947
H -2.64774 1.37150 0.99521
H -2.10386 -3.54430 -2.68112
H -0.81750 -2.46859 -3.20381
H -1.99472 -3.06935 -4.38316
H -4.53161 -2.79513 -2.92986
H -4.28527 -2.10899 -4.53462
H -4.94316 -1.10475 -3.23683
H -1.35089 0.00784 -3.81040
H -3.03505 0.45715 -4.08092
H -2.28095 -0.78034 -5.09178
I 6.01547 0.09457 -1.72121
I 8.26693 1.34939 -0.71652
O 3.63457 3.96236 0.58571
H 3.69409 4.78757 0.09246
H 2.79974 3.59498 0.23241
```

Properties
Energy relative to the best compared isomer or geometry (same formula, charge and spin): 30.1 kcal per mole
LUMO: 3.271 eV
Net charge: -2
F_max: 3.0 eV/A
Orbital gap: 6.761 eV
Energy: -118135.707 eV
Spin multiplicity: 1